The following is a quantum chemistry calculation of a molecular structure, C23H32AgAsN2O, from the Open Molecules 2025 dataset.

```
! RIJCOSX wB97M-V def2-TZVPD def2/J DEFGRID3
* xyz 0 1
Ag -0.293 0.297 1.743
C -1.301 1.729 4.561
C -1.833 0.455 4.408
C -1.003 -0.622 4.110
C 0.380 -0.423 3.956
C 0.899 0.877 4.063
C 0.057 1.942 4.380
H -1.951 2.561 4.794
H -2.896 0.292 4.522
H -1.413 -1.621 4.051
H 1.047 -1.269 3.846
H 1.965 1.038 3.975
H 0.469 2.938 4.477
C 3.610 0.914 -1.117
As 1.994 0.356 -0.189
C 2.491 -1.524 0.082
C 0.773 0.177 -1.733
C 1.266 -0.682 -2.851
C 1.998 -0.144 -3.908
C 2.485 -0.953 -4.926
C 2.242 -2.319 -4.908
C 1.503 -2.867 -3.867
C 1.020 -2.055 -2.851
H 3.821 0.247 -1.952
H 4.440 0.896 -0.412
H 3.484 1.933 -1.482
H 2.916 -1.977 -0.814
H 1.611 -2.092 0.385
H 3.222 -1.557 0.891
H 0.599 1.208 -2.044
H -0.174 -0.191 -1.333
H 2.190 0.923 -3.929
H 3.048 -0.512 -5.739
H 2.617 -2.953 -5.701
H 1.293 -3.929 -3.848
H 0.432 -2.489 -2.047
C -0.355 4.064 -0.057
C -1.195 3.170 0.849
C -2.656 3.609 0.848
O -1.082 1.841 0.453
H -0.361 5.109 0.267
H -0.743 4.019 -1.079
H 0.680 3.714 -0.069
H -0.818 3.317 1.880
H -3.057 3.546 -0.169
H -2.781 4.638 1.198
H -3.246 2.950 1.488
N -2.825 -0.007 -0.423
C -2.379 -1.277 -0.286
C -2.811 -2.315 -1.146
C -2.327 -3.581 -0.967
C -1.415 -3.843 0.064
C -1.051 -2.781 0.855
N -1.512 -1.530 0.705
H -3.338 0.177 -1.271
H -2.229 0.790 -0.077
H -3.507 -2.089 -1.943
H -2.643 -4.375 -1.632
H -1.011 -4.828 0.244
H -0.348 -2.924 1.670
*
```

Properties
- LUMO (eV) = 0.702
- F_max (eV/A) = 0.53
- HOMO-LUMO gap (eV) = 8.30

---

The following is a quantum chemistry calculation of a molecular structure, C9H21ErI2O2P2, from the Open Molecules 2025 dataset.

```
! RIJCOSX wB97M-V def2-TZVPD def2/J DEFGRID3
* xyz 2 4
C -0.001 -0.068 -7.734
C 0.006 0.633 -6.381
H 0.003 0.704 -8.521
H -0.903 -0.690 -7.848
H 0.894 -0.701 -7.851
O 0.017 1.831 -6.204
I -0.006 -0.556 -4.448
Er -0.006 -0.618 -0.233
P 2.636 -0.066 -0.085
C 3.540 1.219 0.805
C 3.209 -1.699 0.597
H 4.303 -1.793 0.484
H 4.288 -0.302 -1.882
H 2.710 -2.536 0.064
H 2.667 -0.909 -2.389
H 3.229 1.207 1.854
H 2.922 -1.761 1.664
C 3.205 -0.122 -1.825
H 4.624 1.101 0.746
H 2.960 0.840 -2.308
H 3.258 2.191 0.389
P -2.636 -0.016 -0.081
C -3.515 1.287 0.807
C -3.208 -0.065 -1.820
H -2.755 -2.484 0.072
H -4.333 -1.710 0.495
H -2.948 -1.703 1.672
C -3.237 -1.637 0.605
H -2.684 -0.862 -2.384
H -4.294 -0.228 -1.875
H -4.601 1.189 0.747
H -3.214 2.253 0.390
H -2.948 0.891 -2.305
H -3.206 1.270 1.857
C 0.015 1.514 0.756
O 0.024 2.416 1.486
I -0.010 -1.063 2.629
*
```

Properties
- LUMO (alpha / beta) (eV) = -7.695 / -7.595
- F_max (eV/A) = 5.64
- HOMO-LUMO gap (alpha / beta) (eV) = 7.65 / 7.75

---

The following is a quantum chemistry calculation of 2 unconnected molecules or ions with the total composition C5H15N2O, from the Open Molecules 2025 dataset.

```
! RIJCOSX wB97M-V def2-TZVPD def2/J DEFGRID3
* xyz 1 1
C -0.946 -2.659 -0.470
N -1.322 -3.597 -1.542
C -0.074 -1.579 -1.089
N 0.365 -0.607 -0.024
H -0.373 -3.197 0.305
H -1.812 -2.218 0.041
H -1.811 -4.397 -1.148
H -2.028 -3.127 -2.178
H -0.596 -1.015 -1.849
H 0.842 -2.025 -1.523
H 1.001 0.164 -0.433
H -0.440 -0.147 0.446
H 0.850 -1.105 0.726
O 1.939 1.488 -0.761
C 1.616 2.474 -0.101
C 0.224 2.756 0.408
C 0.171 2.487 1.935
H 2.389 3.182 0.183
H -0.482 2.116 -0.124
H -0.012 3.794 0.215
H 0.430 1.447 2.152
H -0.832 2.676 2.385
H 0.900 3.089 2.446
*
```

Properties
- LUMO (eV) = -3.156
- F_max (eV/A) = 1.68
- HOMO-LUMO gap (eV) = 10.15

---

The following is a quantum chemistry calculation of 13 unconnected molecules or ions with the total composition C42H116N12O4, from the Open Molecules 2025 dataset.

```
! RIJCOSX wB97M-V def2-TZVPD def2/J DEFGRID3
* xyz 4 1
N 5.671 1.139 -2.258
H 4.958 0.749 -1.658
H 5.244 1.153 -3.173
H 6.370 0.419 -2.149
H 5.927 2.073 -1.970
N -2.141 3.999 -4.986
H -1.428 3.838 -5.683
H -2.993 3.769 -5.478
H -2.214 4.939 -4.624
H -1.830 3.349 -4.278
N 4.611 -2.622 -5.547
H 5.541 -2.885 -5.842
H 4.125 -2.974 -6.359
H 4.513 -1.617 -5.584
H 4.293 -3.100 -4.716
N 6.349 -4.000 0.484
H 6.815 -3.989 1.380
H 5.612 -3.336 0.670
H 6.027 -4.947 0.337
H 6.958 -3.631 -0.233
N 0.739 -7.815 -1.577
H 0.906 -8.481 -2.317
H 1.206 -7.033 -2.013
H 1.191 -8.138 -0.734
H -0.214 -7.565 -1.350
N 0.221 -0.642 -7.494
H 0.026 -1.053 -8.396
H 0.161 0.366 -7.486
H 1.152 -0.979 -7.293
H -0.407 -0.908 -6.749
C 0.186 -1.853 -3.148
C 1.255 -2.059 -2.305
C 1.656 -1.036 -1.238
O 2.705 -1.127 -0.487
C 0.975 0.130 -1.111
C -0.193 0.450 -1.913
C -0.640 -0.660 -3.041
O -1.362 -0.240 -3.938
O -0.731 1.509 -2.036
O 1.682 -3.264 -2.378
H -0.178 -2.582 -3.858
H 1.294 0.934 -0.465
C 8.009 -1.707 3.857
C 7.118 -2.507 4.779
N 6.933 -3.890 4.408
C 8.101 -4.695 4.831
C 8.424 -5.905 3.919
C 5.737 -4.465 5.044
C 4.420 -3.648 4.919
H 9.071 -1.680 4.099
H 7.916 -0.642 4.072
H 7.839 -1.925 2.802
H 7.561 -2.367 5.765
H 6.142 -2.028 4.708
H 7.959 -4.970 5.876
H 9.020 -4.110 4.867
H 8.567 -5.580 2.888
H 7.602 -6.618 3.858
H 9.231 -6.533 4.297
H 5.490 -5.332 4.431
H 5.773 -4.845 6.065
H 3.492 -4.219 4.927
H 4.268 -2.815 5.605
H 4.522 -3.119 3.972
C -3.015 -9.336 0.868
C -2.868 -7.877 1.047
N -2.704 -6.944 -0.117
C -2.682 -5.563 0.362
C -1.571 -5.142 1.377
C -3.808 -6.993 -1.139
C -3.304 -6.457 -2.547
H -3.775 -9.457 0.096
H -3.410 -9.796 1.774
H -2.059 -9.788 0.603
H -3.742 -7.440 1.529
H -2.102 -7.743 1.811
H -2.574 -4.973 -0.548
H -3.599 -5.205 0.830
H -1.642 -4.063 1.515
H -1.612 -5.588 2.370
H -0.615 -5.378 0.908
H -4.664 -6.432 -0.764
H -4.228 -7.960 -1.416
H -3.914 -6.885 -3.342
H -2.261 -6.744 -2.682
H -3.428 -5.375 -2.501
C -0.977 7.650 -2.788
C -1.514 8.340 -4.048
N -2.889 7.912 -4.519
C -3.354 8.498 -5.752
C -2.450 8.069 -6.927
C -4.020 7.837 -3.586
C -4.413 9.064 -2.745
H -1.574 7.916 -1.915
H 0.082 7.847 -2.622
H -0.979 6.572 -2.949
H -1.671 9.401 -3.853
H -0.864 8.201 -4.911
H -4.375 8.170 -5.948
H -3.497 9.573 -5.642
H -2.943 8.313 -7.868
H -1.516 8.630 -6.898
H -2.239 7.000 -6.918
H -3.849 7.135 -2.771
H -4.987 7.570 -4.012
H -3.504 9.314 -2.198
H -5.195 8.825 -2.024
H -4.848 9.854 -3.358
C 5.658 6.254 -1.735
C 5.444 5.681 -0.360
N 6.265 4.516 -0.058
C 5.664 3.853 1.179
C 5.617 4.685 2.488
C 7.695 4.785 0.053
C 8.504 3.534 0.134
H 5.681 5.475 -2.497
H 6.438 6.997 -1.901
H 4.763 6.749 -2.110
H 5.686 6.408 0.415
H 4.374 5.504 -0.256
H 4.639 3.523 1.011
H 6.157 2.935 1.499
H 6.557 5.238 2.510
H 4.780 5.383 2.488
H 5.486 3.978 3.307
H 7.930 5.308 0.980
H 8.081 5.457 -0.714
H 8.434 3.107 1.134
H 9.565 3.754 0.010
H 8.261 2.870 -0.696
C -7.319 -1.773 -1.643
C -7.686 -0.890 -0.442
N -9.099 -0.869 -0.137
C -9.515 -2.097 0.497
C -9.083 -2.156 2.018
C -9.417 0.411 0.568
C -10.903 0.561 0.593
H -7.300 -2.813 -1.317
H -6.322 -1.499 -1.985
H -7.973 -1.685 -2.511
H -7.160 -1.161 0.474
H -7.438 0.096 -0.835
H -9.027 -2.943 0.013
H -10.599 -2.184 0.573
H -8.046 -2.172 2.354
H -9.470 -3.137 2.294
H -9.580 -1.422 2.654
H -8.970 0.400 1.561
H -9.094 1.266 -0.026
H -11.191 0.254 -0.413
H -11.208 -0.145 1.365
H -11.256 1.557 0.859
C -1.550 2.845 3.559
C -2.563 1.735 3.947
N -2.823 1.719 5.400
C -1.556 1.562 6.182
C -0.887 0.233 6.052
C -3.719 0.681 5.886
C -5.142 1.050 5.472
H -1.495 3.099 2.500
H -0.583 2.381 3.757
H -1.546 3.785 4.112
H -3.472 2.040 3.427
H -2.293 0.770 3.519
H -0.714 2.232 6.010
H -1.788 1.696 7.239
H -1.463 -0.476 6.647
H -0.930 -0.227 5.065
H 0.117 0.154 6.470
H -3.634 0.638 6.971
H -3.500 -0.287 5.434
H -5.392 2.072 5.757
H -5.924 0.537 6.033
H -5.245 0.930 4.393
*
```

Properties
- LUMO (eV) = -10.375
- F_max (eV/A) = 3.66
- HOMO-LUMO gap (eV) = 1.91